Below is C17H48N6O9P3ReS as an isolated structure, with properties calculated with wB97M-V/def2-TZVPD.

The electronic energy is -3182.0540 a.u. Its expectation value of S² is 3.79. Its multiplicity is 4. As for the charge: +3. The energy above the lowest of the compared OMol25 structures with the same formula, charge and spin comes out at 0.00 kcal per mole.

The geometry in XYZ format:
```
85
Properties=species:S:1:pos:R:3:mulliken_spin:R:1
Re -0.3413 0.0847 -0.1283 2.002
N -1.3246 -4.0976 -2.9610 0.001
C -0.6355 -2.7846 -2.6373 0.003
C 0.5248 -2.5975 -3.6147 -0.003
P -0.0274 -2.9006 -0.9103 0.024
O -1.4020 -2.8565 -0.0891 -0.001
O 0.7650 -4.0956 -0.6133 0.011
O 0.6439 -1.4978 -0.6901 0.013
P -1.8687 -1.3888 -2.8019 0.010
O -3.1680 -2.1911 -2.3293 0.004
O -1.9300 -0.8568 -4.1601 0.004
O -1.4752 -0.4007 -1.6900 0.081
H -0.7838 -4.8902 -2.5948 -0.001
H -1.4059 -4.2146 -3.9765 0.000
H -2.2730 -4.1148 -2.5674 -0.001
H 1.1700 -3.4778 -3.6262 0.000
H 1.1334 -1.7465 -3.3128 0.000
H 0.1440 -2.3949 -4.6162 0.000
H -1.4561 -3.5451 0.5892 0.000
H -4.0165 -1.8097 -2.5959 0.001
C -1.9716 4.0330 3.2391 0.000
O -1.4815 2.8213 2.6607 -0.001
C -0.5808 2.1759 3.5127 0.006
C -0.2000 0.8407 2.9317 0.025
O 0.4181 0.9218 1.6035 -0.110
C 1.6458 1.6959 1.5705 0.040
H -2.4173 3.8402 4.2174 0.000
H -2.7382 4.4236 2.5757 0.000
H -1.1669 4.7651 3.3476 0.000
H -1.0448 1.9379 4.4817 0.000
H 0.2957 2.7966 3.7409 -0.001
H -1.0720 0.2035 2.8038 -0.015
H 0.5233 0.3528 3.5883 -0.005
H 2.3051 1.3373 2.3596 0.001
H 1.4105 2.7488 1.7062 0.000
H 2.1038 1.5401 0.5967 -0.021
C -2.5561 3.2462 -3.8304 0.001
N -2.2916 2.5415 -2.5639 0.004
C -3.4936 1.9920 -1.9386 -0.004
P -0.8996 2.8395 -1.7907 -0.005
O -0.8735 1.8686 -0.5344 -0.018
N 0.3351 2.6153 -2.8214 0.000
C 1.7014 2.7880 -2.3082 -0.005
C 0.2739 1.5685 -3.8515 -0.005
N -0.6992 4.3260 -1.1525 -0.001
C -0.2134 5.4631 -1.9516 0.000
C -1.6704 4.7255 -0.1243 0.000
H -2.8319 2.5216 -4.5977 0.000
H -1.6746 3.7899 -4.1660 0.000
H -3.3734 3.9573 -3.7029 0.000
H -3.9711 1.3111 -2.6455 0.002
H -4.2014 2.7881 -1.6990 0.000
H -3.2501 1.4500 -1.0302 0.005
H 1.7545 3.6057 -1.5943 0.003
H 2.3658 3.0095 -3.1423 -0.001
H 2.0516 1.8635 -1.8346 0.000
H -0.7349 1.4209 -4.2188 0.001
H 0.6376 0.6183 -3.4490 0.000
H 0.9188 1.8641 -4.6781 0.000
H 0.4785 5.1347 -2.7205 0.000
H 0.2993 6.1575 -1.2869 0.000
H -1.0434 5.9899 -2.4278 0.000
H -2.0014 3.8572 0.4418 -0.001
H -2.5320 5.2251 -0.5743 0.000
H -1.1880 5.4177 0.5657 0.000
C 2.8013 -4.3532 5.1056 -0.006
N 1.7241 -4.1265 4.1278 0.077
C 0.3815 -4.4492 4.6330 0.009
C 1.9411 -3.4796 2.9811 -0.037
S 0.6479 -2.4359 2.4477 0.929
N 3.0676 -3.5657 2.3026 -0.029
C 3.4140 -2.5694 1.2840 0.011
C 3.9648 -4.7278 2.4124 0.002
H 2.4605 -3.9720 6.0674 0.001
H 3.7005 -3.8200 4.8156 0.001
H 3.0142 -5.4170 5.2063 0.006
H 0.4663 -5.3576 5.2254 0.001
H -0.3010 -4.6351 3.8084 -0.002
H -0.0032 -3.6534 5.2707 -0.003
H 3.6320 -1.6086 1.7496 -0.002
H 2.6144 -2.4649 0.5518 -0.004
H 4.3046 -2.9141 0.7676 0.004
H 3.4720 -5.5324 2.9472 0.000
H 4.8958 -4.4626 2.9113 -0.001
H 4.1832 -5.0691 1.4026 0.000
```


Below is C17H49Cl2HfN8O7P2 as an isolated structure, with properties calculated with wB97M-V/def2-TZVPD.

The electronic energy is -3291.6960 a.u. As for the charge: +3.

The geometry in XYZ format:
```
86
Properties=species:S:1:pos:R:3:mulliken_charge:R:1
Hf 26.1761 4.0921 2.5628 1.390
C 28.0628 3.9143 5.5983 -0.183
O 27.4277 3.9422 4.3707 0.269
H 27.6274 3.1467 6.2547 -0.080
H 29.1033 3.5904 5.4982 0.317
H 27.9915 4.8253 6.1991 0.161
O 24.8906 3.1669 4.2488 -0.200
P 23.9181 2.5189 5.2369 -0.357
N 23.4272 3.6011 6.4026 0.292
C 22.3925 4.5976 6.0307 -0.926
C 24.4148 4.1345 7.3641 -0.985
N 24.5858 1.3073 6.1656 0.739
C 25.6911 0.5343 5.5820 -0.640
C 23.9066 0.7643 7.3366 -0.907
N 22.5399 1.9399 4.5247 0.239
C 22.1189 2.2708 3.1450 -0.909
C 21.5590 1.2517 5.3691 -1.118
H 22.4635 5.4385 6.7162 0.445
H 21.4065 4.1412 6.0772 0.255
H 22.6010 5.0362 5.0502 0.294
H 25.0181 3.3007 7.7306 0.197
H 23.9255 4.5249 8.2518 0.428
H 25.0800 4.7962 6.8053 0.392
H 26.2279 1.1907 4.8918 -0.043
H 26.3691 0.1769 6.3524 0.185
H 25.2628 -0.2358 4.9354 0.280
H 23.2263 1.4513 7.8286 0.361
H 23.3520 -0.1224 7.0162 0.320
H 24.6279 0.3814 8.0607 0.252
H 21.5849 3.2186 3.2412 0.384
H 22.9659 2.3814 2.4659 0.053
H 21.4501 1.4997 2.7723 0.440
H 21.7299 0.1748 5.3539 0.278
H 20.5568 1.4374 4.9845 0.461
H 21.5974 1.6065 6.3955 0.453
O 28.2690 3.4661 1.9104 -0.640
P 29.6910 2.9601 1.6678 0.319
N 29.8559 1.3259 1.9435 0.151
C 29.5260 0.8455 3.2800 -1.036
C 29.3848 0.4554 0.8557 -0.928
N 30.8596 3.7026 2.6184 0.530
C 30.6617 5.0950 3.0395 -1.415
C 32.0287 3.0464 3.2301 -0.922
N 30.2522 3.2126 0.1333 0.227
C 31.4707 2.5472 -0.3508 -1.371
C 29.9275 4.4541 -0.5620 -0.881
H 29.8412 -0.1816 3.4558 0.402
H 28.4422 0.9080 3.4381 0.440
H 30.0534 1.4389 4.0262 0.092
H 29.3753 -0.5930 1.1440 0.370
H 29.9425 0.6607 -0.0499 0.344
H 28.3217 0.6755 0.6827 0.301
H 29.7063 5.4169 2.6122 0.195
H 30.4900 5.1257 4.1180 0.604
H 31.4166 5.7917 2.6796 0.433
H 31.7592 2.4859 4.1245 0.299
H 32.3972 2.4052 2.4302 0.273
H 32.8035 3.7777 3.4476 0.423
H 31.7366 1.6723 0.2342 0.520
H 31.2860 2.3550 -1.4068 0.421
H 32.3109 3.2428 -0.2708 0.343
H 30.3443 4.5127 -1.5645 0.393
H 30.2647 5.3410 -0.0157 0.303
H 28.8472 4.5848 -0.6744 0.216
C 29.0174 4.6857 10.0598 -0.830
N 29.1543 5.8858 10.9283 0.918
O 28.8432 5.7365 12.0904 -0.500
O 29.4565 6.9440 10.4261 -0.507
H 30.0602 4.4150 9.8769 0.348
H 28.5687 5.1120 9.1638 0.202
H 28.5378 3.7766 10.4050 0.378
C 28.3953 1.1454 8.6193 -0.484
N 27.3662 0.3107 9.2850 0.951
O 26.5127 0.8817 9.9401 -0.530
O 27.4849 -0.8902 9.2156 -0.516
H 28.1404 2.1978 8.5316 -0.105
H 28.4848 0.6529 7.6537 0.311
H 29.2742 1.0994 9.2598 0.399
Cl 27.9052 9.5928 4.4360 -0.151
C 29.1432 8.4547 4.9309 -0.007
C 28.8614 7.8531 6.3074 -0.229
Cl 29.1771 9.0463 7.5827 -0.120
H 30.0155 9.1056 4.9851 0.369
H 29.4178 7.6823 4.2093 -0.185
H 29.5164 7.0285 6.5923 0.135
H 27.8287 7.5170 6.4093 0.201
```


- Which of these has the lowest electronic energy?
  C17H49Cl2HfN8O7P2


- What is the charge in the second record?
  +3


- What is the electronic energy in the first record?
  -3182.0540 a.u.